Here is a 11-piece molecular cluster, C38H103N5O20 overall in a non-equilibrium geometry from OMol25. Energies are from ωB97M-V/def2-TZVPD.

XYZ file:
```
166
Properties=species:S:1:pos:R:3:mulliken_charge:R:1
C -1.45 -1.82 6.12 -0.690
O -1.93 -0.52 6.46 -0.333
C -2.45 0.17 5.23 -0.608
C -3.08 1.53 5.73 -0.626
N -2.21 2.48 6.37 -0.264
C -2.81 3.76 6.78 -0.601
C -3.40 3.58 8.31 -0.376
O -4.02 4.82 8.64 -0.365
C -3.25 5.83 9.16 -0.665
H -2.38 -2.35 5.91 0.290
H -0.98 -2.37 6.94 0.244
H -0.78 -1.76 5.26 0.271
H -3.12 -0.52 4.71 0.441
H -1.71 0.29 4.44 0.370
H -3.92 1.37 6.41 0.278
H -3.53 2.04 4.88 0.357
H -1.52 1.91 6.85 0.279
H -3.51 4.16 6.05 0.283
H -2.14 4.61 6.92 0.308
H -2.71 3.16 9.03 0.314
H -4.21 2.86 8.40 0.286
H -3.96 6.64 9.29 0.238
H -2.45 6.23 8.53 0.283
H -2.82 5.49 10.10 0.288
C -9.55 -4.94 -2.22 -0.725
O -9.49 -3.81 -1.36 -0.357
C -10.72 -3.07 -1.28 -0.232
C -10.85 -2.36 0.11 -0.758
N -12.01 -1.44 0.42 -0.402
C -11.85 -0.09 -0.04 -0.662
C -10.94 0.75 0.84 -0.604
O -9.64 0.58 0.62 -0.319
C -8.85 1.46 1.27 -0.919
H -10.35 -4.78 -2.95 0.332
H -9.85 -5.76 -1.57 0.283
H -8.67 -5.10 -2.84 0.246
H -11.60 -3.70 -1.35 0.336
H -10.64 -2.43 -2.16 0.297
H -9.88 -2.00 0.46 0.373
H -11.10 -3.12 0.86 0.232
H -12.82 -1.78 -0.09 0.261
H -12.85 0.30 0.15 0.446
H -11.67 0.05 -1.11 0.301
H -11.00 0.43 1.89 0.345
H -11.10 1.83 0.82 0.476
H -8.30 2.06 0.54 0.345
H -7.98 1.29 1.90 0.321
H -9.41 2.24 1.80 0.377
C 10.00 0.67 4.94 -0.892
O 8.81 0.27 5.64 -0.297
C 7.69 1.15 5.60 -0.291
C 6.54 0.67 6.37 -0.862
N 6.87 -0.19 7.51 -0.516
C 7.58 0.60 8.57 -0.498
C 8.77 -0.20 9.20 -0.662
O 9.74 -0.18 8.22 -0.303
C 10.78 0.87 8.30 -0.780
H 9.92 0.40 3.89 0.283
H 10.74 -0.04 5.34 0.269
H 10.31 1.71 5.06 0.363
H 7.38 1.58 4.64 0.482
H 8.15 2.04 6.03 0.290
H 5.91 0.04 5.75 0.329
H 5.83 1.41 6.74 0.361
H 7.68 -0.66 7.13 0.371
H 6.78 0.69 9.32 0.456
H 7.82 1.63 8.32 0.258
H 8.47 -1.23 9.41 0.328
H 9.14 0.26 10.12 0.413
H 11.64 0.48 8.85 0.312
H 10.50 1.84 8.73 0.358
H 11.16 1.15 7.32 0.226
C 9.42 -6.82 -0.26 -0.661
O 10.43 -5.92 0.25 -0.372
C 10.48 -4.63 -0.54 -0.737
C 10.91 -4.78 -2.05 -0.489
N 12.33 -4.93 -2.31 -0.379
C 12.84 -6.19 -1.76 -0.444
C 14.33 -6.29 -1.78 -0.578
O 14.91 -5.91 -3.03 -0.320
C 16.23 -6.26 -3.14 -0.773
H 8.50 -6.27 -0.05 0.301
H 9.32 -7.72 0.34 0.249
H 9.55 -6.90 -1.34 0.244
H 11.07 -3.92 0.03 0.315
H 9.51 -4.14 -0.41 0.466
H 10.58 -3.79 -2.36 0.320
H 10.32 -5.47 -2.66 0.427
H 12.46 -4.97 -3.32 0.240
H 12.26 -7.03 -2.14 0.322
H 12.63 -6.28 -0.69 0.306
H 14.60 -7.28 -1.41 0.384
H 14.81 -5.66 -1.03 0.317
H 16.57 -7.16 -2.63 0.314
H 16.82 -5.39 -2.86 0.285
H 16.51 -6.34 -4.19 0.263
C 1.70 -0.74 -0.26 -0.543
O 1.17 -1.50 -1.37 -0.440
C -0.11 -1.00 -1.90 -0.356
C -1.41 -1.29 -1.00 -0.512
N -2.57 -1.02 -1.87 -0.240
C -3.79 -1.02 -1.08 -0.919
C -5.04 -0.59 -1.95 -0.494
O -4.83 0.77 -2.34 -0.305
C -5.70 1.19 -3.39 -0.593
H 1.48 0.32 -0.38 0.180
H 2.78 -0.93 -0.31 0.276
H 1.41 -0.96 0.76 0.254
H -0.14 -1.61 -2.80 0.168
H 0.00 0.06 -2.10 0.348
H -1.45 -0.74 -0.06 0.321
H -1.51 -2.34 -0.74 0.326
H -2.58 -0.02 -1.99 0.263
H -3.67 -0.13 -0.46 0.429
H -4.13 -1.86 -0.48 0.505
H -5.94 -0.72 -1.34 0.350
H -5.10 -1.29 -2.78 0.320
H -5.14 1.99 -3.86 0.193
H -6.59 1.70 -3.00 0.241
H -6.07 0.42 -4.06 0.254
C 2.23 3.97 0.55 -0.680
C 2.95 4.01 1.91 -0.163
O 1.91 3.97 3.03 -0.481
O 0.92 3.23 0.40 -0.542
H 2.82 3.74 -0.33 0.464
H 2.20 5.02 0.23 0.371
H 3.52 4.94 1.90 0.230
H 3.67 3.19 1.84 0.210
H 1.11 3.90 2.51 0.316
H 0.38 3.66 -0.27 0.272
C -7.63 1.93 -10.41 -0.299
C -8.53 2.60 -9.33 -0.384
O -7.96 3.82 -9.01 -0.492
O -7.38 2.61 -11.61 -0.521
H -8.24 1.05 -10.61 0.267
H -6.76 1.49 -9.92 0.243
H -8.56 1.95 -8.45 0.284
H -9.59 2.64 -9.61 0.250
H -7.63 4.19 -9.83 0.334
H -6.59 2.28 -12.04 0.319
C -2.74 -0.78 -8.24 -0.161
C -2.05 -1.29 -6.92 -0.386
O -2.94 -2.13 -6.18 -0.499
O -2.27 0.57 -8.55 -0.517
H -3.80 -0.57 -8.05 0.125
H -2.77 -1.46 -9.09 0.300
H -1.57 -0.46 -6.39 0.356
H -1.27 -2.01 -7.15 0.210
H -2.78 -1.74 -5.32 0.272
H -2.95 0.82 -9.18 0.288
C -1.13 4.27 -5.34 -0.405
C -0.35 5.57 -5.59 -0.394
O -1.08 6.56 -4.99 -0.523
O -1.19 3.81 -3.99 -0.478
H -0.84 3.55 -6.11 0.317
H -2.20 4.30 -5.58 0.283
H -0.32 5.77 -6.66 0.317
H 0.65 5.49 -5.16 0.271
H -0.82 6.52 -4.07 0.309
H -2.10 3.98 -3.73 0.299
O -7.47 -2.50 -6.69 -0.629
H -6.59 -2.13 -6.60 0.311
H -7.44 -3.31 -6.19 0.313
O -6.59 7.18 -6.06 -0.635
H -7.18 6.57 -6.51 0.323
H -5.93 7.40 -6.72 0.312
```

Properties
SMILES string = COCCNCCOC.COCCNCCOC.COCCNCCOC.COCCNCCOC.COCCNCCOC.OCCO.OCCO.OCCO.OCCO.O.O
Total energy = -3287.522518 Ha
ΔE to the lowest compared entry with this formula, charge and spin = 9.801 eV
LUMO level = 0.0 eV
Kohn-Sham gap = 7.82 eV
M = 950.257 g/mol

***

Here is an isolated molecule of C3H4O2S in a non-equilibrium geometry from OMol25. Energies are from ωB97M-V/def2-TZVPD.

XYZ file:
```
10
Properties=species:S:1:pos:R:3:mulliken_charge:R:1
C -0.05 -1.08 0.15 0.371
C 0.25 0.36 -0.39 0.102
C -0.79 1.21 -0.04 -0.387
H 2.22 -1.09 0.98 0.126
H 1.31 0.41 -0.41 0.400
H -0.87 2.48 -0.29 0.220
H -1.62 0.75 0.53 0.243
O -1.16 -1.51 0.13 -0.468
O -0.59 0.54 -1.39 -0.401
S 1.30 -2.09 0.73 -0.205
```

Properties
SMILES string = O=C(S)[C@@H]1CO1
Total energy = -665.273245 Ha
ΔE to the lowest compared entry with this formula, charge and spin = 3.058 eV
LUMO level = 0.5 eV
Kohn-Sham gap = 10.41 eV
M = 104.130 g/mol

***

Here is an isolated molecule of C3H4P2 in a non-equilibrium geometry from OMol25. Energies are from ωB97M-V/def2-TZVPD.

XYZ file:
```
9
Properties=species:S:1:pos:R:3:mulliken_charge:R:1
C 1.80 0.49 0.49 -0.688
C 0.65 -0.09 0.04 0.078
C -0.78 0.30 0.05 0.080
P -2.33 -0.81 0.12 -0.169
P -2.00 1.32 -0.34 -0.123
H 2.76 -0.05 0.32 0.211
H 1.96 1.38 1.04 0.310
H 0.68 -1.03 -0.44 0.281
H -2.74 -1.51 -1.26 0.020
```

Properties
SMILES string = C=CC1=P#[PH]1
Total energy = -799.301998 Ha
ΔE to the lowest compared entry with this formula, charge and spin = 1.110 eV
LUMO level = -0.5 eV
Kohn-Sham gap = 7.85 eV
M = 102.013 g/mol

***

Here is a 13-piece molecular cluster, C39H106N2O13 overall in a non-equilibrium geometry from OMol25. Energies are from ωB97M-V/def2-TZVPD.

XYZ file:
```
160
Properties=species:S:1:pos:R:3:mulliken_charge:R:1
C 14.32 8.48 13.23 -1.375
C 15.70 9.05 13.02 0.502
C 15.96 10.17 14.09 -0.035
O 15.96 9.65 15.37 -0.450
C 16.36 10.56 16.37 -0.624
N 16.70 8.01 13.05 -0.712
H 13.57 9.30 13.23 0.219
H 14.31 7.93 14.21 0.292
H 14.04 7.77 12.43 0.384
H 15.63 9.50 12.04 0.384
H 15.10 10.88 14.09 -0.168
H 16.86 10.81 14.02 0.306
H 16.05 10.02 17.26 0.339
H 15.82 11.51 16.19 0.133
H 17.39 10.74 16.27 0.320
H 17.66 8.30 13.14 0.270
H 16.59 7.45 13.87 0.293
C 16.18 18.31 18.29 -1.204
C 16.87 19.32 17.40 0.430
C 18.29 19.54 17.95 -0.818
O 18.90 20.55 17.27 -0.236
C 20.17 21.02 17.75 -0.816
N 16.87 18.82 16.00 0.482
H 15.83 18.79 19.19 0.478
H 16.72 17.34 18.48 0.287
H 15.25 18.01 17.85 0.073
H 16.23 20.22 17.42 0.388
H 18.92 18.61 17.97 0.112
H 18.18 19.92 18.98 0.507
H 20.50 21.76 17.02 0.247
H 20.92 20.27 17.72 0.344
H 20.11 21.40 18.79 0.285
H 17.60 19.28 15.43 -0.139
H 17.11 17.83 15.98 -0.197
C 17.87 20.73 13.18 -0.917
C 18.22 20.76 11.75 0.997
C 16.87 21.01 10.87 -0.862
O 19.18 21.74 11.40 -0.626
H 17.66 21.78 13.48 0.304
H 18.71 20.46 13.88 0.270
H 17.07 20.05 13.46 0.014
H 18.70 19.81 11.41 -0.327
H 16.35 21.75 11.44 0.470
H 16.40 20.03 10.97 -0.075
H 17.11 21.23 9.82 0.359
H 18.85 22.67 11.45 0.356
C 19.99 15.34 11.01 -1.656
C 19.11 16.57 10.97 0.828
C 19.41 17.27 9.66 -1.539
O 17.71 16.27 11.17 -0.090
H 21.03 15.51 10.98 0.512
H 19.72 14.72 10.13 0.251
H 19.74 14.84 11.92 0.215
H 19.35 17.25 11.79 0.433
H 18.99 18.28 9.68 0.282
H 19.22 16.65 8.73 0.321
H 20.49 17.40 9.66 0.477
H 17.33 15.85 10.35 0.074
C 11.04 11.91 12.11 -1.238
C 10.58 13.26 11.59 0.553
C 9.13 13.64 11.87 -0.973
O 11.36 14.20 12.26 0.201
H 10.87 11.84 13.18 0.278
H 12.11 11.89 11.99 0.196
H 10.65 11.03 11.58 0.440
H 10.92 13.38 10.53 0.223
H 9.22 13.89 12.91 0.057
H 8.53 12.76 11.66 0.423
H 8.69 14.55 11.31 0.245
H 11.62 14.93 11.64 -0.345
C 13.44 14.59 17.64 -1.916
C 12.80 15.03 16.32 2.757
C 12.39 13.79 15.55 -1.550
O 11.67 15.85 16.69 -0.653
H 12.79 13.84 18.08 0.436
H 13.46 15.50 18.21 0.457
H 14.40 14.10 17.56 0.187
H 13.56 15.66 15.82 -0.983
H 13.15 12.99 15.43 0.129
H 12.09 14.06 14.53 0.243
H 11.51 13.34 15.91 0.688
H 10.94 15.61 16.12 0.208
C 18.88 14.07 16.17 -0.911
C 19.47 15.50 16.03 0.573
C 20.69 15.49 15.22 -1.244
O 18.51 16.37 15.39 -0.202
H 18.01 14.14 16.83 0.283
H 19.61 13.34 16.51 0.487
H 18.48 13.72 15.23 -0.261
H 19.69 15.87 17.02 0.462
H 21.17 16.50 15.23 0.305
H 20.49 15.20 14.17 0.033
H 21.41 14.76 15.65 0.438
H 18.05 15.84 14.68 0.180
C 13.54 19.86 14.69 -1.199
C 13.01 19.00 15.77 1.993
C 12.49 19.92 16.88 -1.845
O 12.02 18.15 15.26 0.213
H 14.28 20.53 15.12 0.469
H 12.76 20.53 14.20 0.443
H 13.98 19.21 13.90 -0.360
H 13.85 18.40 16.23 -0.737
H 13.22 20.41 17.45 0.367
H 11.94 19.35 17.60 0.462
H 11.90 20.74 16.42 0.362
H 11.86 17.41 15.89 0.004
C 15.22 16.66 13.44 1.009
C 15.57 15.19 13.62 0.071
C 14.78 14.24 12.65 1.013
O 16.97 15.01 13.44 0.277
H 14.16 16.69 13.14 -0.545
H 15.72 17.14 12.59 0.613
H 15.44 17.26 14.30 -1.012
H 15.27 14.95 14.65 0.266
H 15.15 14.35 11.61 -0.759
H 13.70 14.45 12.63 -0.324
H 14.93 13.22 12.89 -0.392
H 17.28 15.43 12.59 -0.169
C 13.26 18.30 9.62 -1.108
C 12.94 17.29 10.71 1.979
C 12.05 17.92 11.81 -0.894
O 12.12 16.21 10.19 -0.621
H 13.96 19.11 9.96 0.216
H 12.41 18.75 9.12 0.390
H 13.75 17.70 8.79 0.117
H 13.88 16.94 11.12 -1.094
H 11.77 17.17 12.59 -0.093
H 11.20 18.45 11.33 0.451
H 12.53 18.73 12.39 0.132
H 12.21 16.22 9.17 0.337
C 15.06 15.37 7.44 -1.595
C 15.46 14.52 8.72 1.868
C 15.24 12.98 8.34 -1.383
O 16.86 14.74 9.10 -0.610
H 14.03 15.20 7.22 0.384
H 15.66 15.11 6.55 0.409
H 15.13 16.45 7.58 0.336
H 14.79 14.87 9.50 -0.749
H 15.74 12.37 9.06 0.277
H 15.51 12.68 7.37 0.388
H 14.17 12.75 8.46 0.356
H 17.08 13.93 9.54 0.262
C 8.28 17.10 16.25 -1.434
C 8.55 16.78 14.76 0.673
C 8.80 18.11 14.09 -1.027
O 9.62 15.85 14.82 -0.464
H 7.25 17.60 16.24 0.441
H 8.96 17.87 16.65 0.235
H 8.29 16.20 16.90 0.342
H 7.63 16.28 14.40 0.264
H 9.60 18.67 14.64 0.010
H 7.87 18.69 14.12 0.511
H 9.11 17.99 13.00 0.232
H 9.96 15.89 13.89 0.003
C 17.70 11.83 11.89 -0.003
O 17.82 12.43 10.62 -0.595
H 16.66 11.51 11.94 -0.213
H 18.41 10.99 11.89 0.437
H 17.84 12.44 12.74 -0.096
H 18.71 12.86 10.50 0.136
```

Properties
Total energy = -2637.000067 Ha
ΔE to the lowest compared entry with this formula, charge and spin = 0.944 eV
LUMO level = 0.4 eV
Kohn-Sham gap = 9.03 eV
M = 811.278 g/mol

***

- Which value of total energy does entry 1 give?
  -3287.522518 Ha

***

- The highest total energy belongs to which entry?
  C3H4O2S

***

- Which of these has the highest ΔE to the lowest compared entry with this formula, charge and spin?
  C38H103N5O20